{
  "formula": "C4H7N3O2",
  "method": "ωB97M-V with the def2-TZVPD basis set",
  "spin_multiplicity": 3,
  "s2": 2.007,
  "orbital_gap_ev": [4.67, 7.77],
  "homo_ev": [-4.039, -9.190],
  "de_lowest_kcal_mol": 49.5,
  "elements": ["C", "C", "C", "C", "N", "N", "N", "O", "O", "H", "H", "H", "H", "H", "H", "H"],
  "positions_angstrom": [[2.548, -0.643, 0.150], [-1.820, -0.545, 0.036], [0.058, 1.260, 0.142], [-1.265, 0.559, 0.520], [3.426, -1.104, 0.872], [1.790, -0.357, -0.749], [0.806, 0.549, -1.021], [-2.973, -0.946, 0.603], [-1.334, -1.182, -1.083], [-0.294, 2.208, -0.278], [0.792, 1.329, 1.080], [-1.949, 1.037, 1.406], [3.381, -1.938, 1.547], [-0.589, -0.649, -1.542], [-3.700, -0.830, -0.012], [1.123, 1.252, -1.670]],
  "mulliken_charge": [0.419, 0.103, -0.192, -0.463, -0.556, -0.299, -0.329, -0.326, -0.417, 0.314, 0.261, 0.214, 0.279, 0.461, 0.270, 0.262]
}

{
  "formula": "C2H4N2O4",
  "method": "ωB97M-V with the def2-TZVPD basis set",
  "orbital_gap_ev": 6.75,
  "homo_ev": -9.477,
  "de_lowest_kcal_mol": 242.1,
  "elements": ["C", "C", "H", "H", "H", "H", "N", "N", "O", "O", "O", "O"],
  "positions_angstrom": [[1.058, 0.804, -0.053], [-2.294, -0.600, 0.163], [3.291, -2.346, -0.618], [2.428, -0.228, 1.547], [-0.745, 1.395, -0.734], [-2.518, -1.755, 0.383], [1.763, -0.250, 0.312], [-0.232, 0.421, -0.659], [1.613, -1.654, 0.183], [1.377, 1.972, 0.027], [-1.031, -0.798, -0.576], [-2.678, 0.544, 0.516]],
  "mulliken_charge": [0.504, 0.347, 0.215, 0.376, 0.293, 0.278, -0.119, -0.214, -0.441, -0.549, -0.207, -0.481]
}

{
  "formula": "C17H16Co2N3O6",
  "method": "ωB97M-V with the def2-TZVPD basis set",
  "total_charge": -1,
  "orbital_gap_ev": 6.51,
  "homo_ev": -3.905,
  "elements": ["C", "C", "N", "C", "C", "C", "C", "C", "N", "C", "N", "H", "H", "H", "H", "H", "H", "H", "H", "H", "H", "H", "H", "H", "O", "C", "Co", "C", "O", "C", "O", "C", "C", "C", "Co", "C", "O", "C", "O", "C", "O", "H", "H", "H"],
  "positions_angstrom": [[-2.317, -1.753, -4.817], [-1.846, -1.156, -3.654], [-2.739, -1.493, -2.657], [-2.623, -1.158, -1.219], [-1.708, -2.145, -0.508], [-1.778, -2.170, 1.031], [-0.490, -2.957, 1.392], [0.393, -2.939, 0.121], [-0.293, -1.965, -0.756], [-3.706, -2.299, -3.224], [-3.466, -2.453, -4.518], [-1.887, -1.704, -5.805], [-0.981, -0.534, -3.487], [-2.254, -0.125, -1.119], [-3.627, -1.254, -0.786], [-1.997, -3.167, -0.851], [-1.774, -1.143, 1.430], [-2.694, -2.672, 1.364], [0.041, -2.537, 2.253], [-0.757, -3.998, 1.606], [1.425, -2.631, 0.310], [0.396, -3.940, -0.349], [-0.010, -2.060, -1.730], [-4.524, -2.700, -2.633], [-1.534, 4.052, 1.927], [-0.386, 3.957, 1.890], [1.380, 3.833, 1.795], [1.454, 3.999, 0.033], [1.478, 4.151, -1.110], [1.454, 5.512, 2.338], [1.518, 6.607, 2.696], [1.277, 1.939, 2.331], [1.517, 0.908, 1.441], [1.027, -0.131, 0.739], [2.985, 1.904, 1.764], [3.373, 1.754, 0.057], [3.597, 1.701, -1.077], [4.444, 1.183, 2.533], [5.425, 0.771, 2.986], [3.429, 3.721, 1.983], [4.335, 4.449, 2.129], [0.752, 1.774, 3.275], [1.562, -0.464, -0.154], [0.128, -0.670, 1.029]],
  "mulliken_charge": [-0.551, -0.210, 0.248, -1.189, 0.650, -1.005, -0.475, -0.809, -0.174, 0.003, -0.710, 0.390, 0.507, 0.273, 0.285, 0.189, 0.325, 0.429, 0.302, 0.360, 0.310, 0.443, 0.227, 0.327, -0.386, 0.527, -0.097, 0.120, -0.358, 0.374, -0.397, -0.578, 0.186, -0.293, 0.092, -0.003, -0.394, 0.078, -0.412, 0.204, -0.499, 0.574, 0.109, 0.008]
}

{
  "formula": "C3H8Cl2OP",
  "method": "ωB97M-V with the def2-TZVPD basis set",
  "total_charge": 1,
  "orbital_gap_ev": 12.08,
  "homo_ev": -16.007,
  "de_lowest_kcal_mol": 0.0,
  "elements": ["C", "C", "C", "O", "P", "Cl", "Cl", "H", "H", "H", "H", "H", "H", "H", "H"],
  "positions_angstrom": [[-1.607, -0.565, 0.116], [0.642, -0.416, 1.308], [-0.141, -0.467, 0.016], [1.868, 0.914, -1.549], [0.356, 0.859, -1.201], [-0.091, 2.546, -0.232], [-0.475, 0.727, -2.936], [-2.078, 0.118, 0.827], [-1.778, -1.507, 0.488], [-2.039, -0.483, -0.844], [0.657, 0.585, 1.818], [1.701, -0.809, 1.321], [0.255, -1.027, 2.142], [0.332, -1.397, -0.493], [2.399, 0.920, -0.782]],
  "mulliken_charge": [-1.462, -1.399, 0.590, -0.406, 0.966, -0.102, -0.072, 0.363, 0.450, 0.426, 0.313, 0.385, 0.383, 0.203, 0.361]
}